12
Properties=species:S:1:pos:R:3:lowdin_charge:R:1 method="wB97M-V/def2-TZVPD" gap_ev=10.60 energy_ev=-27712.6378 lumo_energy_ev=0.34 max_force_ha_per_bohr=0.051 smiles="C#CNS(=O)(=O)C(F)(F)F"
C 0.867 0.730 0.839 0.14
C 0.499 0.100 -0.085 -0.28
N -0.157 -0.749 -0.865 -0.10
S 0.130 -2.363 -0.609 0.71
O -0.473 -3.094 -1.706 -0.26
O 1.474 -2.630 -0.258 -0.23
C -0.794 -2.739 0.988 -0.65
F -0.392 -3.940 1.287 0.17
F -2.127 -2.884 0.707 0.10
F -0.663 -1.808 1.928 0.16
H 1.307 1.489 1.421 0.03
H -1.167 -0.434 -1.047 0.19